{
  "formula": "C8H12",
  "method": "ωB97M-V/def2-TZVPD",
  "species": ["C", "C", "C", "C", "C", "C", "C", "C", "H", "H", "H", "H", "H", "H", "H", "H", "H", "H", "H", "H"],
  "xyz": [[-1.985, 1.292, -0.126], [-0.661, 0.850, -0.681], [-0.227, 1.161, -1.891], [0.959, 0.558, 1.118], [0.187, -0.023, 0.206], [0.020, -1.484, 0.111], [-0.068, -2.163, -1.025], [1.875, -0.191, 2.046], [-1.864, 1.772, 0.841], [-2.456, 1.974, -0.841], [-2.650, 0.428, -0.089], [0.727, 0.830, -2.288], [-0.835, 1.756, -2.566], [0.979, 1.637, 1.243], [-0.010, -2.040, 1.047], [0.034, -1.710, -2.004], [-0.177, -3.241, -1.007], [1.389, -1.078, 2.474], [2.769, -0.570, 1.548], [2.208, 0.422, 2.884]],
  "forces_ev_per_angstrom": [[-0.037, -0.055, -1.049], [0.520, -0.440, 0.227], [-0.116, 0.261, -0.548], [0.564, -0.253, 0.572], [-0.622, 0.658, 0.094], [0.182, -0.057, -0.101], [0.108, -0.363, -0.090], [-0.114, -0.361, 0.333], [-0.162, -0.097, 0.140], [0.069, 0.132, 0.249], [-0.022, -0.048, 0.510], [-0.055, -0.043, 0.205], [0.021, 0.054, 0.075], [-0.104, -0.001, -0.370], [0.000, 0.091, -0.046], [-0.178, 0.164, 0.090], [-0.029, 0.039, 0.003], [0.007, 0.148, -0.058], [0.022, 0.118, -0.145], [-0.055, 0.053, -0.088]],
  "largest_force_ha_per_bohr": 0.0204,
  "energy_ha": -311.95882,
  "smiles": "C=C/C(=C\\C)C(=C)C",
  "spin_multiplicity": 1,
  "relative_energy_kcal_mol": 17.3,
  "e_lumo_ev": 1.04
}